[1]
50
Properties=species:S:1:pos:R:3 method="wB97M-V/def2-TZVPD" charge=-3 homo_lumo_gap_ev=2.654 spin_multiplicity=1
O 2.44468 1.99794 2.03769
C 2.07672 1.98089 0.73446
O 3.12853 1.61232 -0.23186
Ga 0.10990 2.42821 0.28255
S -0.37054 4.49638 1.27742
S -1.34309 0.81652 1.16134
I -0.41149 2.71668 -2.26395
H -1.71487 4.32258 1.69592
H -0.67856 -0.42011 1.13064
O -0.11366 -1.51488 -0.91338
C -0.40692 -2.70337 -0.99654
O -1.29421 -3.25259 -0.13739
C -1.85672 -4.57054 -0.27423
C -0.95550 -5.61138 0.36151
C 0.28278 -3.59390 -1.98970
H -2.08800 -4.79546 -1.31869
H -2.81411 -4.55430 0.25712
H 0.01779 -5.65626 -0.13583
H -1.41580 -6.60154 0.31084
H -0.76454 -5.36370 1.40983
H 1.20695 -3.97870 -1.54871
H 0.52886 -2.99972 -2.87468
H -0.33507 -4.41824 -2.34038
Mg 1.48589 5.75561 0.09027
F -1.51411 2.09311 -4.47223
C -4.82364 -6.56297 -0.99844
Cl -4.50177 -5.64286 0.47622
Cl -5.01708 -5.48876 -2.38904
H -3.98636 -7.23969 -1.18550
H -5.74172 -7.14017 -0.86438
N 3.05830 4.05753 4.23020
H 4.02858 3.94683 4.54713
H 2.43841 4.13285 5.04523
H 2.97929 4.90796 3.66034
H 2.78682 3.24237 3.66794
N 2.75828 -3.44253 -4.98411
O 3.98072 -3.39453 -5.19961
O 2.30478 -4.24971 -4.15609
O 1.98934 -2.68320 -5.59666
K -2.94172 1.40366 -3.14566
N 5.75828 3.94613 2.55433
O 4.83059 4.47964 1.92357
O 6.36082 2.97426 2.06932
O 6.08344 4.38461 3.67015
Li 2.15828 3.89162 -2.51838
O -2.96909 7.31951 3.01392
P -3.54171 7.25838 1.58828
O -4.48908 8.44855 1.36521
O -4.31739 5.94361 1.40391
O -2.39132 7.32135 0.57009

=====

[2]
25
Properties=species:S:1:pos:R:3 method="wB97M-V/def2-TZVPD" charge=+1 relative_energy_ev=3.960 homo_lumo_gap_ev=6.181 spin_multiplicity=1
C 3.12539 1.46266 0.46292
C -4.13224 -0.18088 -0.56481
C 3.11750 0.09983 -0.30754
C -2.91983 0.49162 -0.02930
C -0.41201 0.28218 0.35164
C 2.39830 -0.89920 0.46964
N 1.96303 -1.97003 -0.20137
N -1.70579 -0.40795 0.03637
F 2.28400 -0.84827 1.76930
H 3.40145 1.27845 1.53667
H 2.12054 2.05113 0.52305
H 3.68418 2.11761 -0.10805
H -4.59838 -0.85537 0.10225
H -4.96224 0.63710 -0.85633
H -3.81779 -0.78081 -1.45562
H 2.75318 0.28584 -1.28461
H 4.19054 -0.17812 -0.45909
H -3.05370 0.75663 0.97498
H -2.59413 1.32833 -0.58139
H -0.44725 0.98681 1.29455
H -0.00951 0.75508 -0.55438
H 1.91610 -1.93214 -1.24361
H 1.19871 -2.58389 0.12372
H -1.92243 -0.98827 0.90283
H -1.57761 -0.90835 -0.90185

=====

[3]
32
Properties=species:S:1:pos:R:3 method="wB97M-V/def2-TZVPD" charge=+2 relative_energy_ev=4.392 homo_lumo_gap_ev=1.987 spin_multiplicity=1
Tl 9.34402 -6.95864 17.89399
F 7.05173 -7.19381 19.67155
O 9.29061 -9.82154 22.14378
S 8.85756 -10.22359 20.76332
O 9.34837 -9.66981 19.52165
O 9.17246 -11.82022 20.80056
C 9.68566 -12.38474 19.58754
C 9.87992 -13.89400 19.60869
C 7.05417 -10.39186 20.83963
H 10.65672 -11.93552 19.37936
H 9.06737 -12.04093 18.75832
H 8.95433 -14.46574 19.54174
H 10.27512 -14.14202 20.59379
H 10.53569 -14.41496 18.91108
H 6.78931 -9.37365 21.12458
H 6.86634 -11.11306 21.63505
H 6.59446 -10.64107 19.88324
O 4.33539 -6.23312 23.00577
S 5.27086 -5.21028 22.57429
O 5.00587 -4.48652 21.38104
O 5.44015 -4.14110 23.83861
C 4.19419 -3.59168 24.28566
C 4.08294 -2.06151 23.81218
C 6.97895 -5.89824 22.43068
H 4.13765 -3.58160 25.37414
H 3.34268 -4.16976 23.92672
H 3.33059 -1.43683 24.29369
H 3.94747 -1.90043 22.74270
H 5.08371 -1.70573 24.05710
H 7.54220 -5.66476 21.52717
H 7.01248 -6.98772 22.42603
H 7.58134 -5.70019 23.31724

=====

[4]
32
Properties=species:S:1:pos:R:3 method="wB97M-V/def2-TZVPD" charge=+2 relative_energy_ev=5.645 homo_lumo_gap_ev=2.022 spin_multiplicity=1
Tl -3.96102 2.14520 5.23234
F -2.48542 3.27332 1.20760
O 1.35621 2.13648 3.70058
S 2.61576 2.68088 3.25208
O 3.74413 2.73341 4.20293
O 3.07080 1.65869 2.07090
C 2.25612 1.49899 0.87081
C 2.99792 0.76285 -0.19133
C 2.47032 4.31739 2.32351
H 1.78191 2.39431 0.46875
H 1.33706 0.97012 1.12325
H 2.52109 0.47582 -1.12854
H 3.38247 -0.18976 0.17300
H 3.92190 1.28225 -0.44547
H 3.15891 4.48653 1.49567
H 2.70944 5.05639 3.08824
H 1.44654 4.28540 1.95072
O -3.72529 -3.57530 -0.83058
S -2.97455 -2.28092 -0.72784
O -2.70806 -1.65565 0.57238
O -1.55759 -2.35989 -1.62558
C -1.41104 -3.13032 -2.76861
C -0.36397 -4.20423 -2.40923
C -3.77839 -1.03488 -1.80306
H -1.09279 -2.53790 -3.62643
H -2.36114 -3.54249 -3.10846
H -0.34520 -4.79837 -3.32289
H -0.56694 -4.79753 -1.51766
H 0.56429 -3.64331 -2.30057
H -4.52590 -0.48506 -1.23118
H -4.43934 -1.57423 -2.48155
H -3.03821 -0.34819 -2.21377

=====

[5]
23
Properties=species:S:1:pos:R:3 method="wB97M-V/def2-TZVPD" charge=0 relative_energy_ev=3.367 homo_lumo_gap_ev="7.156 / 10.666" spin_multiplicity=2
C 0.36027 -0.45200 -2.68396
C -0.35175 0.20507 -1.46828
C -0.46070 -0.29815 -0.09111
C 0.48962 1.28712 -0.58351
C 0.21692 2.18684 0.69072
C 0.80622 1.60548 2.10796
N -1.07000 -3.75115 1.45781
H 0.00975 0.01238 -3.69378
H 0.30110 -1.54333 -2.64336
H 1.46797 -0.23478 -2.38985
H -1.41440 0.70896 -1.87022
H 0.05337 -1.19565 0.23231
H -1.47841 -0.16440 0.41622
H 1.54682 0.91776 -0.31887
H 0.61220 1.98245 -1.41982
H -0.85558 2.40180 0.91076
H 0.76272 3.12305 0.40171
H 0.25599 0.67417 2.36366
H 1.88685 1.29428 1.82624
H 0.81660 2.33335 2.94751
H -0.25924 -3.14164 1.31620
H -0.81948 -4.73486 1.78069
H -1.75958 -3.38171 2.10499

=====

[6]
23
Properties=species:S:1:pos:R:3 method="wB97M-V/def2-TZVPD" charge=+1 relative_energy_ev=3.606 homo_lumo_gap_ev=7.089 spin_multiplicity=1
C 1.91443 0.30966 -1.27169
C 0.96825 0.64461 -0.19199
C -0.45578 0.44424 -0.24206
C -1.31508 1.34205 -1.19307
C -1.05710 0.23956 1.20692
C -2.45924 -0.43678 1.27570
N 1.94362 -2.00276 0.67081
H 2.08920 1.25000 -1.83192
H 2.92956 0.06430 -0.93973
H 1.72860 -0.49548 -1.98300
H 1.37147 1.45369 0.43731
H -0.57835 -0.64575 -0.58373
H -1.25529 2.35549 -0.79464
H -0.76296 1.26024 -2.14080
H -2.26495 0.86149 -1.41883
H -0.37751 -0.42654 1.74576
H -0.96696 1.22737 1.67814
H -2.79357 -0.26067 2.30416
H -3.23112 -0.05722 0.61129
H -2.23105 -1.46508 1.05004
H 1.84450 -1.00835 0.49684
H 2.23827 -2.46414 -0.18673
H 2.72107 -2.18995 1.30124

=====

[7]
23
Properties=species:S:1:pos:R:3 method="wB97M-V/def2-TZVPD" charge=+1 relative_energy_ev=5.432 homo_lumo_gap_ev=9.827 spin_multiplicity=1
C -0.36325 0.72431 1.70728
C -0.01830 -0.37164 0.57768
C -1.04967 -0.37147 -0.45050
C -0.71801 0.97910 -0.96529
C 0.73650 1.24574 -1.14487
C 1.58390 0.18894 -1.89537
N -0.35910 -2.02902 1.71767
H -1.39651 0.69868 1.89088
H -0.17390 1.75862 1.75425
H 0.16960 0.74996 2.71072
H 0.99913 -0.64343 0.29293
H -2.11674 -0.55284 -0.11103
H -1.07020 -1.22894 -1.23328
H -1.42428 0.95026 -1.83253
H -0.89449 1.70027 -0.19825
H 1.24128 1.44201 -0.21781
H 1.05179 2.30520 -1.65179
H 0.92777 -0.81888 -1.84281
H 1.65034 0.20422 -2.95269
H 2.60420 0.19506 -1.55311
H -0.34373 -2.23775 2.75682
H 0.62506 -1.71464 1.66311
H -0.36264 -2.97454 1.52723

=====

[8]
23
Properties=species:S:1:pos:R:3 method="wB97M-V/def2-TZVPD" charge=+1 relative_energy_ev=4.670 homo_lumo_gap_ev=7.022 spin_multiplicity=1
C 1.86247 -0.15743 -1.29614
C 0.85611 0.64345 -0.51225
C -0.45433 -0.02087 -0.35919
C -1.36055 0.16915 -1.60225
C -1.10464 0.44182 0.93681
C -2.40313 -0.32388 1.33597
N 2.30891 -0.50753 1.62043
H 1.56264 -0.36115 -2.33871
H 2.83969 0.38892 -1.39225
H 2.06756 -1.15124 -0.86000
H 0.79807 1.60509 -1.01589
H -0.36705 -1.11220 -0.18551
H -0.94250 -0.35632 -2.48739
H -2.42121 -0.16004 -1.49701
H -1.33498 1.21453 -1.85786
H -0.34139 0.08867 1.63878
H -1.00725 1.56123 1.00203
H -2.84996 0.26689 2.15624
H -3.17684 -0.28140 0.50682
H -2.27807 -1.33329 1.64021
H 1.96245 0.09757 0.85501
H 3.30845 -0.69697 1.19124
H 2.47553 -0.01498 2.52089

=====

[9]
23
Properties=species:S:1:pos:R:3 method="wB97M-V/def2-TZVPD" charge=+1 relative_energy_ev=5.922 homo_lumo_gap_ev=6.727 spin_multiplicity=1
C -2.09200 -0.73009 -1.02263
C -1.59352 0.68709 -1.21497
C -0.66367 1.16676 -0.07094
C 0.81218 1.18117 -0.39651
C 1.31745 -0.19016 -0.86958
C 1.73732 -1.13780 0.39523
N 0.89128 -1.02719 1.40505
H -1.29961 -1.38491 -0.63559
H -2.40926 -1.19254 -1.94328
H -2.87043 -0.79069 -0.26717
H -1.03235 0.76540 -2.15189
H -2.40208 1.39836 -1.27628
H -0.83988 0.52343 0.79563
H -0.91738 2.19197 0.19853
H 1.33945 1.38129 0.54086
H 1.11620 1.93620 -1.11541
H 2.12563 -0.15238 -1.58500
H 0.46606 -0.75459 -1.24652
H 1.95988 -2.11859 0.00147
H 2.64662 -0.58571 0.74579
H 0.48055 0.61792 3.65562
H 0.63346 0.15924 4.25409
H 0.59410 -1.94419 1.80348

=====

Number 1: F_max 0.14373 hartree/bohr. Number 2: F_max 0.06616 hartree/bohr. Number 3: F_max 0.08110 hartree/bohr. Number 4: F_max 0.08351 hartree/bohr. Number 5: F_max 0.08470 hartree/bohr. Number 6: F_max 0.09465 hartree/bohr. Number 7: F_max 0.10862 hartree/bohr. Number 8: F_max 0.14562 hartree/bohr. Number 9: F_max 0.04057 hartree/bohr.